1.
DFT (the ωB97M-V functional and the def2-TZVPD basis) results for C13H26BN3O4 in the gas phase.

The geometry in XYZ format:
```
47
Properties=species:S:1:pos:R:3:lowdin_charge:R:1
N -0.30 -2.26 -4.15 0.010
C -1.09 -1.48 -3.30 -0.391
C -2.39 -0.98 -4.02 -0.136
C -2.46 0.56 -3.92 -0.193
C -1.40 0.99 -2.91 -0.145
C -0.42 -0.22 -2.72 -0.238
N -0.13 -0.48 -1.27 -0.115
C 0.71 0.62 -0.61 -0.067
C 0.49 0.58 0.98 -0.175
C 1.48 -0.25 1.77 -0.164
C 2.90 0.33 1.79 -0.222
C 3.57 0.14 3.12 -0.092
B 2.88 1.12 4.20 -0.722
O 2.59 0.73 5.45 0.168
O 2.76 2.42 3.74 0.137
C -1.03 0.07 1.12 -0.312
N -1.97 1.19 0.99 0.084
C -1.16 -0.85 2.38 -0.501
O -0.90 -2.01 2.16 0.101
O -1.73 -0.35 3.46 0.119
C -1.23 -0.80 -0.25 -0.066
H -0.71 -3.15 -4.36 0.074
H 0.13 -1.81 -4.98 0.096
H -1.18 -2.21 -2.44 0.144
H -3.29 -1.50 -3.60 0.104
H -2.46 -1.20 -5.11 0.108
H -3.49 0.87 -3.70 0.104
H -2.24 0.98 -4.87 0.082
H -1.79 1.33 -1.96 0.090
H -0.92 1.91 -3.30 0.107
H 0.52 -0.16 -3.34 0.155
H 0.35 1.47 -1.19 0.097
H 1.79 0.52 -0.78 0.104
H 0.53 1.58 1.36 0.127
H 1.20 -0.18 2.78 0.090
H 1.43 -1.29 1.46 0.135
H 3.43 0.05 0.90 0.102
H 2.86 1.42 1.61 0.111
H 4.68 0.23 3.21 0.121
H 3.34 -0.88 3.48 0.108
H 2.11 1.27 6.17 0.160
H 2.58 2.74 4.69 0.139
H -1.99 1.59 1.88 0.046
H -2.95 0.95 0.72 0.104
H -1.80 -1.06 4.17 0.168
H -1.03 -1.89 -0.06 0.113
H -2.26 -0.65 -0.73 0.131
```

Summary:
* ΔE to the lowest compared entry with this formula, charge and spin: 211.6 kJ/mol
* SMILES: N[C@@H]1CCC[C@H]1N1C[C@H](CCCB(O)O)[C@](N)(C(=O)O)C1
* energy: -27239.96618 eV
* LUMO energy: 0.001 Ha
* HOMO level: -7.63 eV


2.
DFT (the ωB97M-V functional and the def2-TZVPD basis) results for a molecular structure, C38H30MoN10S.

The geometry in XYZ format:
```
80
Properties=species:S:1:pos:R:3:lowdin_charge:R:1
Mo -0.02 -0.15 -0.34 1.689
C 5.27 0.21 3.52 -0.021
C 4.38 -0.01 4.57 -0.029
C 3.06 -0.39 4.32 0.018
C 2.67 -0.48 3.00 -0.122
C 1.39 -0.92 2.41 -0.193
N 1.46 -0.73 1.01 -0.031
C 2.84 -0.55 0.73 -0.239
N 3.37 -0.77 -0.42 0.242
C 2.55 -0.91 -1.47 -0.241
C 2.53 -1.97 -2.45 -0.107
C 3.46 -2.97 -2.73 0.009
C 3.11 -3.90 -3.68 -0.049
C 1.85 -3.84 -4.31 -0.033
C 0.92 -2.86 -4.00 -0.011
C 1.26 -1.92 -3.04 -0.118
C 0.52 -0.74 -2.51 -0.355
N -0.26 -0.02 -3.48 0.038
C -2.36 -0.11 -2.13 -0.302
N -1.85 0.08 -0.78 -0.299
C -2.84 0.23 0.22 -0.270
N -3.80 -1.82 1.28 0.163
C -2.72 -2.12 2.03 -0.224
N -1.48 -1.66 1.75 0.132
C -0.75 -1.94 2.86 -0.194
N 0.46 -1.47 3.16 0.221
C -1.52 -2.77 3.82 -0.104
C -1.19 -3.33 5.03 0.032
C -2.19 -4.05 5.70 -0.019
C -3.47 -4.16 5.16 -0.024
C -3.79 -3.56 3.95 0.021
C -2.79 -2.88 3.30 -0.097
C -4.57 -0.70 -1.07 -0.188
C -5.94 -0.81 -1.07 -0.006
C -6.69 -0.18 -2.07 -0.049
C -6.06 0.55 -3.06 -0.049
C -4.66 0.67 -3.07 -0.009
C -3.91 0.06 -2.09 -0.147
N 1.46 -0.12 -1.63 -0.092
C 3.56 -0.25 1.97 -0.109
C 4.87 0.08 2.19 0.025
H 6.30 0.49 3.75 0.123
H 4.72 0.09 5.59 0.122
H 2.37 -0.59 5.13 0.124
H 4.44 -2.98 -2.25 0.128
H 3.80 -4.68 -3.96 0.117
H 1.60 -4.58 -5.06 0.118
H -0.03 -2.82 -4.52 0.118
H -0.19 -3.24 5.44 0.130
H -1.97 -4.52 6.65 0.125
H -4.23 -4.72 5.70 0.125
H -4.80 -3.66 3.54 0.126
H -6.45 -1.37 -0.28 0.120
H -7.77 -0.27 -2.07 0.118
H -6.64 1.04 -3.83 0.119
H -4.18 1.24 -3.87 0.120
H 5.57 0.23 1.37 0.133
C -0.79 2.68 0.38 -0.150
C -1.30 2.65 -1.06 -0.149
N -0.55 1.65 -1.88 -0.049
C -1.29 0.80 -2.91 -0.196
C -2.34 -1.65 -2.50 -0.346
S -2.65 -2.53 -0.97 1.025
C -3.56 -1.18 -0.01 -0.438
C -2.26 0.94 1.46 -0.093
N -0.87 1.36 1.10 -0.143
H -1.33 3.44 0.93 0.129
H 0.25 2.97 0.36 0.122
H -1.15 3.65 -1.46 0.132
H -2.36 2.46 -1.11 0.120
H 0.22 2.09 -2.35 0.131
H 0.27 0.38 -4.25 0.147
H -1.74 1.41 -3.69 0.151
H -1.42 -2.02 -2.90 0.034
H -3.13 -1.84 -3.22 0.100
H -4.65 -2.36 1.46 0.167
H -3.57 0.93 -0.13 0.128
H -2.24 0.36 2.36 0.102
H -2.86 1.83 1.66 0.131
H -0.34 1.46 1.96 0.120
```

Summary:
* net charge: +2
* energy: -67469.78437 eV
* LUMO energy (spin up / spin down): -0.276 / -0.276 Ha
* HOMO level (spin up / spin down): -12.56 / -12.63 eV


3.
DFT (the ωB97M-V functional and the def2-TZVPD basis) results for C6H10 in the gas phase.

The geometry in XYZ format:
```
16
Properties=species:S:1:pos:R:3:lowdin_charge:R:1
C -0.74 -1.08 0.76 -0.147
C -1.44 0.27 0.46 -0.152
C -0.48 0.57 -0.70 -0.227
C 0.89 1.15 -0.30 -0.153
C 1.53 -0.23 -0.16 -0.160
C 0.21 -0.89 -0.40 -0.257
H -0.20 -1.11 1.71 0.106
H -1.40 -1.95 0.72 0.103
H -2.47 0.13 0.13 0.102
H -1.44 1.01 1.27 0.100
H -0.92 0.97 -1.62 0.127
H 1.35 1.77 -1.07 0.101
H 0.87 1.75 0.62 0.103
H 1.95 -0.48 0.81 0.104
H 2.29 -0.41 -0.92 0.106
H -0.01 -1.47 -1.34 0.143
```

Summary:
* ΔE to the lowest compared entry with this formula, charge and spin: 164.8 kJ/mol
* SMILES: C1C[C@H]2CC[C@@H]12
* energy: -6382.15137 eV
* LUMO energy: 0.047 Ha
* HOMO level: -8.94 eV


4.
DFT (the ωB97M-V functional and the def2-TZVPD basis) results for a molecular structure, C4HAgLiO4.

The geometry in XYZ format:
```
11
Properties=species:S:1:pos:R:3:lowdin_spin:R:1
O -1.78 -2.11 -1.30 0.001
C -2.51 -2.25 -2.16 0.000
C 1.68 -0.28 0.22 0.002
C 1.75 -0.51 1.44 0.082
H 1.89 -1.12 2.31 0.004
Li -0.49 -1.47 0.22 0.001
O 0.29 2.43 0.60 0.505
C 0.23 1.35 0.02 0.008
O -0.82 0.65 -0.09 0.138
O 1.37 0.83 -0.47 0.134
Ag -1.61 2.48 -0.79 0.125
```

Summary:
* ΔE to the lowest compared entry with this formula, charge and spin: 0.0 kJ/mol
* net charge: +2
* ⟨S²⟩: 0.762
* energy: -16534.28807 eV
* LUMO energy (spin up / spin down): -0.353 / -0.509 Ha
* multiplicity: 2
* HOMO level (spin up / spin down): -19.96 / -19.44 eV


5.
DFT (the ωB97M-V functional and the def2-TZVPD basis) results for a gas-phase ion, C6H10NO (charge +1).

The geometry in XYZ format:
```
18
Properties=species:S:1:pos:R:3:lowdin_charge:R:1
C 0.04 -0.10 0.04 -0.158
C 0.86 -1.33 -0.01 -0.117
C 2.25 -0.67 -0.16 -0.126
C 2.00 0.82 0.22 -0.171
C -1.80 -0.08 0.02 -0.102
C -2.41 1.21 -0.15 0.014
N 0.57 1.02 0.17 0.110
O -2.34 -1.20 0.17 0.244
H 0.75 -1.88 0.92 0.131
H 0.60 -1.99 -0.84 0.125
H 3.00 -1.13 0.48 0.116
H 2.58 -0.73 -1.19 0.117
H 2.31 1.05 1.25 0.130
H 2.49 1.53 -0.44 0.124
H -3.49 1.22 0.03 0.112
H -2.21 1.56 -1.16 0.138
H -1.89 1.94 0.48 0.120
H -3.32 -1.24 0.19 0.193
```

Summary:
* ΔE to the lowest compared entry with this formula, charge and spin: 151.1 kJ/mol
* net charge: +1
* energy: -9912.82742 eV
* LUMO energy: -0.193 Ha
* HOMO level: -14.61 eV


6.
DFT (the ωB97M-V functional and the def2-TZVPD basis) results for C3H10N2O2Si in the gas phase.

The geometry in XYZ format:
```
18
Properties=species:S:1:pos:R:3:lowdin_charge:R:1
N -0.46 -1.85 -1.15 0.031
C -0.90 -0.84 -0.20 -0.291
C 0.22 0.05 0.17 -0.610
N 1.20 -0.55 1.08 0.027
Si -0.58 1.75 1.00 0.761
C 1.04 0.57 -0.94 -0.632
O 2.12 1.04 -0.75 0.097
O 0.62 0.37 -2.15 0.140
H 0.00 -2.63 -0.76 0.070
H -1.39 -2.21 -1.53 0.124
H -1.22 -1.11 0.82 0.118
H -1.66 -0.15 -0.57 0.102
H 2.04 0.06 1.16 0.079
H 0.86 -0.51 2.17 0.123
H -0.81 1.21 2.46 -0.039
H 0.41 2.79 1.27 -0.081
H -1.53 2.40 0.10 -0.075
H 0.05 -0.39 -2.18 0.055
```

Summary:
* ΔE to the lowest compared entry with this formula, charge and spin: 240.1 kJ/mol
* SMILES: NC[C@](N)([SiH3])C(=O)O
* energy: -18224.54956 eV
* LUMO energy: 0.020 Ha
* HOMO level: -9.16 eV


7.
DFT (the ωB97M-V functional and the def2-TZVPD basis) results for 4 unconnected molecules or ions with the total composition C3H12O4S.

The geometry in XYZ format:
```
20
Properties=species:S:1:pos:R:3:lowdin_charge:R:1
C -0.58 -1.05 0.22 -0.373
O -1.51 -0.40 1.05 -0.338
C 0.55 -0.08 -0.19 -0.314
C 1.81 -0.72 -0.69 -0.797
S 3.13 0.45 -1.21 0.061
H -0.08 -1.94 0.73 0.110
H -1.20 -1.40 -0.60 0.078
H 0.80 0.68 0.57 0.100
H 0.19 0.48 -1.08 0.086
H 1.67 -1.44 -1.54 0.039
H 2.35 -1.35 0.02 0.014
H -1.15 -0.76 2.36 -0.025
H 0.06 -0.44 3.29 -0.015
O -0.81 -0.89 3.40 -0.254
H -2.66 0.48 -1.23 -0.003
H -2.78 -0.15 0.07 -0.009
O -3.36 0.01 -0.75 -0.168
H 1.27 2.47 -0.85 -0.040
H 1.23 2.80 -2.20 -0.002
O 1.07 3.27 -1.37 -0.152
```

Summary:
* ΔE to the lowest compared entry with this formula, charge and spin: 42.7 kJ/mol
* net charge: -2
* energy: -22330.19567 eV
* LUMO energy: 0.220 Ha
* HOMO level: -0.12 eV


8.
DFT (the ωB97M-V functional and the def2-TZVPD basis) results for 2 unconnected molecules or ions with the total composition C4H6BClF2N5O5P.

The geometry in XYZ format:
```
25
Properties=species:S:1:pos:R:3:lowdin_charge:R:1
N 4.15 -0.59 -1.64 0.114
C 2.71 -0.76 -1.61 -0.243
N 2.22 -2.08 -1.90 0.182
C 0.80 -1.86 -1.79 -0.327
N -0.04 -2.91 -2.05 0.128
N 0.51 -0.51 -1.47 -0.225
P -1.11 0.25 -1.28 0.729
O -2.26 -0.90 -0.80 -0.298
Cl -1.65 0.75 -3.30 0.138
N 1.67 0.18 -1.34 0.120
H 4.55 -1.52 -1.80 0.101
H 4.37 -0.04 -2.49 0.109
H -0.14 -3.63 -1.33 0.133
H -0.54 -2.89 -2.93 0.119
H -2.81 -1.12 -1.59 0.053
H 1.78 1.18 -1.14 0.191
B -1.18 0.84 2.67 -1.018
O -2.57 1.14 3.02 0.217
C -2.59 2.36 3.56 -0.411
O -3.58 2.92 3.96 0.147
C -1.22 2.91 3.58 -0.412
O -0.89 3.98 4.00 0.145
O -0.38 2.01 3.05 0.210
F -1.07 0.61 1.25 -0.003
F -0.73 -0.32 3.37 0.102
```

Summary:
* energy: -49859.88704 eV
* LUMO energy: -0.066 Ha
* HOMO level: -8.85 eV


9.
DFT (the ωB97M-V functional and the def2-TZVPD basis) results for a molecular structure, Cl2I5O8Y.

The geometry in XYZ format:
```
16
Properties=species:S:1:pos:R:3:lowdin_charge:R:1
Y -0.80 -1.72 2.00 0.063
I -0.04 -3.53 -0.20 -0.213
I 4.10 -1.11 2.02 -0.808
I 0.05 0.99 3.00 -0.228
I -3.76 -1.49 3.07 -0.388
I 0.38 -3.57 3.93 -0.284
Cl -2.36 0.83 -1.11 0.519
O -1.67 2.00 -1.24 -0.316
O -1.70 -0.10 -0.25 -0.482
O -3.62 1.25 -0.55 -0.413
O -2.60 0.22 -2.33 -0.351
Cl 2.47 1.22 -1.71 0.613
O 2.73 1.59 -3.06 -0.416
O 1.98 2.37 -0.99 -0.420
O 1.27 0.31 -1.65 -0.422
O 3.59 0.73 -0.93 -0.454
```

Summary:
* ΔE to the lowest compared entry with this formula, charge and spin: 0.0 kJ/mol
* net charge: -4
* energy: -82958.88232 eV
* LUMO energy: 0.278 Ha
* HOMO level: 3.41 eV


10.
DFT (the ωB97M-V functional and the def2-TZVPD basis) results for a molecular structure, H10O5.

The geometry in XYZ format:
```
15
Properties=species:S:1:pos:R:3:lowdin_charge:R:1
O -17.03 -11.42 4.84 -0.079
H -17.80 -11.72 4.35 0.021
H -17.40 -10.90 5.56 -0.136
O -17.58 -10.20 6.61 0.039
H -17.73 -10.74 7.39 0.101
H -17.11 -9.44 6.94 0.091
O -17.73 -12.08 2.66 -0.036
H -17.72 -12.04 1.71 0.098
H -17.32 -11.26 2.94 0.061
O -16.88 -8.53 4.59 -0.048
H -16.35 -9.33 4.62 0.013
H -16.31 -7.89 4.16 0.039
O -16.45 -13.72 3.78 -0.087
H -16.96 -12.95 3.53 -0.100
H -17.10 -14.37 4.03 0.025
```

Summary:
* ΔE to the lowest compared entry with this formula, charge and spin: 275.0 kJ/mol
* energy: -10397.99916 eV
* LUMO energy: 0.018 Ha
* HOMO level: -9.37 eV


11.
DFT (the ωB97M-V functional and the def2-TZVPD basis) results for a molecular structure, C26H25IOPS3Sb2Se4W.

The geometry in XYZ format:
```
64
Properties=species:S:1:pos:R:3:lowdin_spin:R:1
W 0.50 -0.98 0.03 0.003
S 4.89 1.21 -1.29 0.000
Sb 3.69 -0.62 -0.95 0.000
S 2.46 -0.38 1.18 -0.005
S 1.18 -0.08 -1.88 0.001
I 0.72 2.56 0.79 0.000
C -0.49 4.29 0.68 0.000
C -0.25 5.16 1.71 0.000
C -0.86 6.43 1.76 0.000
C -1.67 6.81 0.74 0.000
C -1.94 5.93 -0.34 0.000
C -2.77 6.39 -1.39 0.000
C -3.07 5.58 -2.45 0.000
C -2.58 4.27 -2.46 0.000
C -1.77 3.77 -1.46 0.000
P -1.41 1.95 -1.54 0.000
C -0.86 1.75 -3.27 0.000
C -0.99 0.51 -3.89 0.000
C -0.39 0.27 -5.12 0.001
C 0.37 1.26 -5.73 0.000
C 0.52 2.49 -5.11 0.000
C -0.09 2.73 -3.89 0.000
C -3.12 1.30 -1.49 0.000
C -3.92 1.01 -2.60 0.000
C -5.19 0.49 -2.42 0.000
C -5.68 0.25 -1.15 0.000
C -4.90 0.54 -0.04 0.000
C -3.62 1.05 -0.22 0.000
C -1.39 4.62 -0.38 0.000
H 0.43 4.88 2.50 0.000
H -0.66 7.09 2.59 0.000
H -2.12 7.80 0.72 0.000
H -3.15 7.40 -1.33 0.000
H -3.69 5.93 -3.26 0.000
H -2.86 3.62 -3.27 0.000
H -1.55 -0.28 -3.42 0.000
H -0.51 -0.70 -5.59 0.001
H 0.84 1.07 -6.69 0.000
H 1.11 3.26 -5.58 0.000
H 0.04 3.70 -3.42 0.000
H -3.55 1.20 -3.60 0.000
H -5.80 0.26 -3.29 0.000
H -6.68 -0.16 -1.02 0.000
H -5.27 0.36 0.96 0.000
H -3.00 1.26 0.65 0.000
Se -1.59 -5.57 0.22 0.241
Sb -0.80 -3.67 -0.96 -0.005
Se -1.96 -1.50 -0.63 0.000
Se 1.66 -3.15 -0.47 -0.002
Se -1.11 -4.47 -3.26 0.765
C -2.26 -1.03 2.98 0.000
C -0.74 -0.96 3.08 0.000
C -0.29 0.29 3.81 0.000
C -0.16 -2.22 3.70 0.000
O -0.23 -0.90 1.73 0.000
H -2.69 -1.03 3.99 0.000
H -2.58 -1.94 2.47 0.000
H -2.65 -0.17 2.44 0.000
H -0.66 0.28 4.83 0.000
H -0.67 1.18 3.30 0.000
H 0.80 0.35 3.83 0.000
H -0.38 -2.25 4.76 0.000
H 0.93 -2.23 3.57 0.000
H -0.57 -3.12 3.23 0.001
```

Summary:
* ΔE to the lowest compared entry with this formula, charge and spin: 194.6 kJ/mol
* ⟨S²⟩: 0.760
* energy: -355598.20657 eV
* LUMO energy (spin up / spin down): -0.103 / -0.103 Ha
* multiplicity: 2
* HOMO level (spin up / spin down): -7.88 / -7.88 eV


12.
DFT (the ωB97M-V functional and the def2-TZVPD basis) results for C4H11N3S in the gas phase.

The geometry in XYZ format:
```
19
Properties=species:S:1:pos:R:3:lowdin_charge:R:1
H 0.82 -2.10 1.98 0.192
N 1.48 -1.77 0.98 -0.064
C 1.23 -1.29 -0.19 -0.315
N -0.04 -0.78 -0.55 -0.326
C -0.68 -1.06 -1.84 -0.044
N -0.79 -0.38 0.44 -0.116
C -0.93 1.13 0.42 -0.332
C 0.42 1.94 0.48 -0.565
S 1.33 1.31 2.01 0.573
H 2.33 -1.24 -0.95 0.203
H -0.69 0.04 -2.20 0.111
H -1.70 -1.66 -1.69 0.124
H -0.03 -1.67 -2.42 0.051
H -1.90 -0.68 0.29 0.183
H -1.52 1.48 1.41 0.131
H -1.63 1.63 -0.40 0.120
H 1.03 2.31 -0.48 0.101
H -0.05 2.97 0.90 0.090
H 1.31 -0.18 1.79 -0.117
```

Summary:
* ΔE to the lowest compared entry with this formula, charge and spin: 648.6 kJ/mol
* SMILES: [H]/N=C\N(C)NCCS
* energy: -19625.43786 eV
* LUMO energy: 0.025 Ha
* HOMO level: -8.37 eV


> Among the records above, which one has the lowest energy?

C26H25IOPS3Sb2Se4W